DFT (ωB97M-V with the def2-TZVPD basis set) results for a molecular structure, C31H33N7O2SSr.

Output
**Relative energy (zero: lowest compared OMol25 entry of this formula, charge and spin)**: 0.7 kJ/mol
**LUMO**: -0.05 eV
**E_tot**: -2163.93817 Ha

Each line ends with the Mulliken charge.
Geometry (Å):
Sr: 0.48 -0.19 0.37  2.310
O: 3.02 1.33 -3.07  -0.770
C: 2.23 1.17 -2.13  -0.187
N: 2.40 0.56 -0.95  0.440
C: 3.67 0.06 -0.55  -0.134
C: 4.86 0.49 -1.14  -0.638
C: 6.10 0.06 -0.70  -0.708
C: 6.18 -0.82 0.35  -0.716
C: 5.02 -1.27 0.97  -0.912
C: 3.75 -0.85 0.55  -0.207
N: 2.54 -1.27 1.17  0.090
C: 2.55 -2.08 2.23  0.067
O: 3.49 -2.60 2.85  -0.802
C: 1.17 -2.45 2.81  0.518
C: 1.16 -3.30 3.92  -0.822
C: -0.04 -3.68 4.49  -0.381
C: -1.22 -3.21 3.94  -0.960
C: -1.14 -2.38 2.84  -0.313
N: 0.02 -2.00 2.29  0.308
C: 0.84 1.75 -2.38  0.545
C: 0.72 2.70 -3.40  -0.647
C: -0.52 3.20 -3.72  -0.737
C: -1.64 2.74 -3.03  -0.745
C: -1.44 1.81 -2.03  -0.857
N: -0.24 1.33 -1.70  1.117
H: 4.79 1.17 -1.97  0.449
H: 7.00 0.43 -1.19  0.377
H: 7.14 -1.17 0.71  0.388
H: 5.08 -1.95 1.80  0.541
H: 2.12 -3.63 4.30  0.547
H: -0.05 -4.33 5.35  0.420
H: -2.19 -3.48 4.34  0.465
H: -2.04 -1.99 2.38  0.280
H: 1.62 2.99 -3.92  0.573
H: -0.63 3.94 -4.51  0.407
H: -2.63 3.09 -3.26  0.498
H: -2.27 1.43 -1.45  0.206
C: -2.25 2.11 5.26  -1.268
C: -1.58 2.28 3.94  0.742
C: -1.37 3.39 3.15  -1.226
C: -0.66 2.92 2.02  0.445
N: -0.45 1.62 2.11  0.203
N: -1.01 1.25 3.29  -0.119
C: -0.17 3.70 0.84  -1.123
H: -2.56 3.08 5.64  0.346
H: -1.58 1.66 5.99  0.320
H: -3.14 1.48 5.17  0.286
H: -1.67 4.40 3.36  0.418
H: -0.96 0.29 3.58  -0.009
H: 0.07 4.72 1.14  0.428
H: -0.93 3.74 0.06  0.155
H: 0.72 3.25 0.42  0.189
C: -4.86 0.70 0.39  -1.079
S: -3.24 0.05 0.84  0.219
C: -3.12 -1.27 -0.39  -0.958
H: -4.86 1.04 -0.64  0.296
H: -5.06 1.54 1.04  0.372
H: -5.63 -0.06 0.53  0.336
H: -3.89 -2.02 -0.24  0.522
H: -2.15 -1.75 -0.28  0.012
H: -3.18 -0.86 -1.40  0.477
N: 0.39 -2.11 -1.65  -0.407
C: -0.22 -1.91 -2.93  0.474
C: -1.46 -2.46 -3.20  -0.430
C: -2.09 -2.19 -4.41  -0.589
C: -1.48 -1.38 -5.35  -0.639
C: -0.22 -0.85 -5.08  -0.634
C: 0.41 -1.12 -3.88  -0.403
H: 0.21 -3.04 -1.29  0.243
H: 1.40 -1.98 -1.70  0.185
H: -1.95 -3.10 -2.47  0.431
H: -3.06 -2.63 -4.62  0.400
H: -1.97 -1.17 -6.30  0.400
H: 0.28 -0.23 -5.81  0.468
H: 1.40 -0.71 -3.69  0.505